(1)
{
  "formula": "C27H39IrN4O3PS3Si",
  "method": "the ωB97M-V functional and the def2-TZVPD basis",
  "charge": 1,
  "de_lowest_ev": 1.028,
  "total_energy_ha": -3426.73435,
  "lumo_energy_ev": -3.90,
  "species": ["Ir", "C", "Si", "C", "C", "C", "C", "C", "C", "N", "C", "S", "H", "H", "H", "H", "H", "H", "H", "H", "H", "H", "H", "H", "C", "C", "C", "O", "P", "S", "S", "O", "C", "C", "C", "H", "H", "H", "H", "H", "H", "H", "H", "H", "H", "H", "H", "H", "H", "C", "C", "C", "C", "C", "N", "C", "O", "N", "C", "C", "C", "C", "N", "C", "C", "C", "H", "H", "H", "H", "H", "H", "H", "H", "H", "H", "H", "H", "H"],
  "positions_angstrom": [[1.567, -1.175, -0.177], [-3.228, 3.988, -1.021], [-1.593, 3.364, -0.379], [-1.416, 3.667, 1.455], [-0.174, 4.129, -1.317], [-1.556, 1.485, -0.675], [-2.635, 0.781, -1.203], [-2.571, -0.587, -1.472], [-1.404, -1.262, -1.203], [-0.365, -0.607, -0.670], [-0.431, 0.708, -0.413], [1.156, 1.106, 0.228], [-3.289, 5.068, -0.871], [-4.072, 3.536, -0.498], [-3.346, 3.802, -2.091], [-1.337, 4.737, 1.659], [-0.520, 3.188, 1.855], [-2.283, 3.288, 1.999], [-0.237, 5.218, -1.247], [-0.201, 3.864, -2.376], [0.797, 3.828, -0.919], [-3.561, 1.303, -1.414], [-3.417, -1.114, -1.887], [-1.270, -2.319, -1.400], [2.007, -0.959, -2.624], [3.398, -0.859, -3.240], [3.751, 0.544, -3.674], [4.371, -1.243, -2.250], [4.417, -2.731, -1.650], [3.797, -4.130, -2.788], [3.271, -2.600, 0.136], [5.889, -2.879, -1.146], [6.878, -1.889, -0.703], [7.504, -1.220, -1.907], [6.302, -0.917, 0.305], [1.242, -0.454, -3.214], [2.102, -0.293, -1.700], [1.723, -2.004, -2.499], [3.462, -1.560, -4.074], [3.687, 1.237, -2.833], [3.066, 0.877, -4.455], [4.764, 0.570, -4.073], [7.616, -2.523, -0.214], [6.799, -0.547, -2.394], [7.841, -1.965, -2.626], [8.368, -0.640, -1.583], [5.544, -0.277, -0.150], [7.108, -0.281, 0.673], [5.868, -1.444, 1.153], [-6.948, 1.932, -0.138], [-5.922, 1.086, 0.565], [-5.824, -0.282, 0.330], [-4.874, -1.074, 0.961], [-3.986, -0.487, 1.852], [-2.950, -1.205, 2.494], [-2.988, -2.533, 2.843], [-3.903, -3.290, 2.633], [-1.832, -2.952, 3.518], [-0.547, -2.435, 3.296], [0.349, -2.218, 4.336], [1.592, -1.683, 4.050], [1.914, -1.362, 2.746], [1.058, -1.599, 1.741], [-0.137, -2.136, 2.005], [-4.078, 0.876, 2.113], [-5.035, 1.649, 1.479], [-7.751, 1.321, -0.547], [-6.501, 2.488, -0.967], [-7.389, 2.661, 0.541], [-6.522, -0.751, -0.355], [-4.837, -2.137, 0.777], [-2.284, -0.632, 2.989], [-1.919, -3.872, 3.921], [0.060, -2.454, 5.352], [2.311, -1.493, 4.833], [2.862, -0.922, 2.477], [-0.784, -2.334, 1.165], [-3.410, 1.326, 2.839], [-5.110, 2.703, 1.720]],
  "mulliken_charge": [1.4708, -0.8910, 0.0386, -0.9171, -1.0702, 0.2198, -0.0180, -1.2294, -0.3198, -0.8313, 0.5237, -0.5420, 0.4153, 0.0792, 0.3533, 0.4305, 0.3003, 0.2077, 0.3575, 0.3397, 0.3188, 0.4265, 0.4958, 0.6111, -1.3372, 0.0778, -1.6676, -0.0987, 0.5263, -0.3347, -0.4537, -0.3997, 0.5771, -1.1937, -1.2069, 0.5288, 0.2422, 0.5471, 0.4256, 0.3491, 0.4463, 0.4159, 0.3754, 0.1001, 0.3502, 0.4533, 0.1780, 0.4925, 0.2842, -1.5093, 0.7642, -0.7668, -0.6132, 0.4919, 0.0465, 0.1360, -0.6236, -0.0953, -0.0948, -0.4363, -0.9539, -0.1314, 0.0011, 0.1183, -0.7174, -0.4550, 0.4125, 0.2623, 0.3824, 0.3558, 0.5094, 0.2718, 0.3026, 0.5126, 0.4224, 0.5572, 0.5185, 0.4511, 0.4328]
}

***

(2)
{
  "formula": "C27H39LuN2O5",
  "method": "the ωB97M-V functional and the def2-TZVPD basis",
  "charge": 0,
  "de_lowest_ev": 1.176,
  "total_energy_ha": -2773.43742,
  "lumo_energy_ev": 0.13,
  "species": ["O", "C", "C", "H", "H", "C", "H", "H", "C", "H", "H", "H", "C", "H", "H", "H", "Lu", "C", "C", "C", "H", "C", "C", "H", "H", "H", "H", "C", "C", "C", "H", "C", "C", "H", "H", "H", "H", "O", "C", "C", "H", "H", "C", "H", "H", "C", "H", "H", "H", "H", "C", "C", "C", "C", "C", "C", "O", "N", "C", "O", "N", "C", "O", "H", "H", "H", "H", "H", "H", "H", "H", "H", "H", "H"],
  "positions_angstrom": [[2.729, -0.520, -1.622], [3.471, -1.766, -1.207], [4.465, -1.879, -2.317], [2.749, -2.586, -1.160], [3.980, -1.651, -0.256], [3.708, -0.720, -2.932], [4.410, -2.828, -2.887], [5.491, -1.613, -2.074], [2.958, -1.215, -4.149], [2.480, -2.165, -3.876], [3.598, -1.401, -5.016], [2.232, -0.485, -4.511], [4.525, 0.538, -3.166], [4.922, 0.938, -2.219], [3.925, 1.331, -3.642], [5.404, 0.347, -3.825], [0.830, 0.291, -0.883], [-0.371, 2.783, 0.148], [-0.067, 2.196, 1.408], [1.329, 1.972, 1.464], [-0.760, 2.066, 2.244], [1.915, 2.414, 0.221], [0.857, 2.998, -0.551], [1.012, 3.617, -1.439], [-1.365, 3.074, -0.162], [1.876, 1.661, 2.360], [2.991, 2.460, -0.011], [-1.143, 0.848, -2.257], [-0.065, 1.625, -2.777], [0.969, 0.752, -3.163], [-0.049, 2.686, -2.929], [0.459, -0.597, -3.004], [-0.853, -0.518, -2.496], [-1.511, -1.377, -2.412], [-2.047, 1.236, -1.796], [1.911, 1.106, -3.570], [0.889, -1.527, -3.330], [4.168, -2.552, 2.124], [4.290, -1.100, 1.941], [3.639, -0.372, 3.119], [3.711, -0.724, 1.049], [5.332, -0.789, 1.848], [2.535, -1.354, 3.587], [3.306, 0.652, 2.877], [4.356, -0.275, 3.943], [2.829, -2.640, 2.735], [1.518, -1.005, 3.379], [2.625, -1.617, 4.654], [2.045, -2.715, 1.948], [2.743, -3.534, 3.367], [-6.668, -0.586, 0.342], [-5.394, 0.176, 0.061], [-4.413, 0.193, 1.277], [-5.077, 0.686, 2.591], [-5.908, 1.960, 2.526], [-3.864, -1.207, 1.589], [-4.567, -2.189, 1.781], [-2.461, -1.350, 1.643], [-1.623, -0.592, 0.842], [-0.425, -0.980, 0.560], [-2.109, 0.533, 0.357], [-3.240, 1.095, 0.838], [-3.387, 2.324, 0.752], [-6.430, -1.475, 0.932], [-7.099, -0.913, -0.605], [-7.386, 0.042, 0.872], [-4.844, -0.268, -0.781], [-5.607, 1.222, -0.210], [-5.694, -0.142, 2.980], [-4.273, 0.828, 3.329], [-6.718, 1.901, 1.782], [-6.365, 2.130, 3.515], [-5.260, 2.817, 2.286], [-2.143, -2.268, 1.966]],
  "mulliken_charge": [-0.2449, -0.2502, -0.8373, 0.4088, -0.1256, 1.7524, 0.3040, 0.3925, -2.1374, 0.6167, 0.4410, 0.3549, -1.5529, 0.3506, 0.3275, 0.4252, 1.8496, -0.4498, -0.9867, -0.2091, 0.5409, -0.9133, -0.7724, 0.5685, 0.5851, 0.6073, 0.5531, -0.8712, -1.2136, -0.3901, 0.8056, -0.0566, -0.5254, 0.4955, 0.5509, 0.1899, 0.4166, -0.4445, 0.1887, -0.5603, -0.4475, 0.4293, -0.2938, 0.2500, 0.3387, -0.2868, 0.0194, 0.3353, 0.0691, 0.4046, -1.3282, -1.1029, 2.3535, -1.0870, -1.2303, -0.3248, -0.6436, 0.0216, -0.1317, -0.7673, 0.5088, -0.7117, -0.6775, 0.3207, 0.4242, 0.2693, 0.4193, 0.5061, 0.4456, 0.4614, 0.2491, 0.4208, 0.2555, 0.3466]
}

***

(3)
{
  "formula": "C27H39N4O2SSbSi3Sr",
  "method": "the ωB97M-V functional and the def2-TZVPD basis",
  "charge": -2,
  "de_lowest_ev": 0.020,
  "total_energy_ha": -2959.66464,
  "lumo_energy_ev": 4.46,
  "species": ["Sr", "O", "C", "N", "C", "C", "C", "C", "C", "C", "N", "C", "O", "C", "C", "C", "C", "C", "N", "C", "C", "C", "C", "C", "N", "H", "H", "H", "H", "H", "H", "H", "H", "H", "H", "H", "H", "S", "C", "Si", "C", "C", "Sb", "Si", "C", "C", "C", "Si", "C", "C", "C", "H", "H", "H", "H", "H", "H", "H", "H", "H", "H", "H", "H", "H", "H", "H", "H", "H", "H", "H", "H", "H", "H", "H", "H", "H", "H", "H"],
  "positions_angstrom": [[2.100, -0.812, 0.917], [5.382, 1.875, 2.721], [4.529, 1.312, 2.011], [4.312, 0.028, 1.768], [5.137, -0.966, 2.331], [6.503, -0.750, 2.536], [7.341, -1.744, 3.021], [6.817, -2.988, 3.323], [5.463, -3.231, 3.136], [4.593, -2.248, 2.641], [3.223, -2.460, 2.426], [2.562, -3.501, 2.911], [2.956, -4.489, 3.560], [1.058, -3.486, 2.624], [0.375, -4.699, 2.667], [-0.984, -4.717, 2.419], [-1.638, -3.524, 2.146], [-0.888, -2.363, 2.122], [0.424, -2.339, 2.359], [3.578, 2.272, 1.290], [4.072, 3.536, 0.974], [3.240, 4.444, 0.346], [1.931, 4.077, 0.061], [1.523, 2.799, 0.397], [2.328, 1.911, 0.986], [6.897, 0.230, 2.314], [8.396, -1.536, 3.163], [7.454, -3.777, 3.707], [5.044, -4.194, 3.377], [0.940, -5.591, 2.895], [-1.531, -5.653, 2.429], [-2.697, -3.489, 1.928], [-1.348, -1.410, 1.882], [5.090, 3.768, 1.249], [3.601, 5.431, 0.082], [1.238, 4.753, -0.421], [0.517, 2.456, 0.176], [0.622, -1.542, -1.435], [-0.758, -0.353, -4.556], [-0.928, 1.053, -3.312], [0.680, 2.041, -3.290], [-2.277, 2.187, -4.010], [-1.258, 0.173, -0.929], [-3.249, -1.364, -1.308], [-4.305, -0.913, -2.813], [-2.646, -3.133, -1.573], [-4.388, -1.359, 0.205], [-3.367, 2.223, -0.511], [-2.375, 3.885, -0.542], [-5.031, 2.773, -1.334], [-3.894, 2.244, 1.342], [-0.386, 0.028, -5.514], [-1.724, -0.831, -4.735], [-0.066, -1.098, -4.161], [0.967, 2.362, -4.296], [1.482, 1.421, -2.881], [0.577, 2.932, -2.665], [-1.990, 2.500, -5.021], [-2.426, 3.084, -3.408], [-3.233, 1.665, -4.075], [-3.708, -0.985, -3.725], [-4.681, 0.107, -2.721], [-5.159, -1.592, -2.920], [-2.122, -3.202, -2.529], [-3.476, -3.849, -1.568], [-1.918, -3.413, -0.809], [-5.034, -0.480, 0.199], [-3.816, -1.342, 1.136], [-5.023, -2.252, 0.211], [-1.996, 4.140, -1.537], [-1.509, 3.812, 0.124], [-2.988, 4.726, -0.192], [-4.889, 3.054, -2.383], [-5.442, 3.643, -0.805], [-5.787, 1.982, -1.307], [-3.051, 2.020, 2.002], [-4.672, 1.500, 1.545], [-4.293, 3.226, 1.624]],
  "mulliken_charge": [1.4377, -0.7551, 0.1659, -0.3869, 0.0875, -0.2856, -0.6393, -0.5893, -0.4809, 0.0189, -0.2778, 0.2583, -0.8169, 0.3380, -0.4433, -0.3680, -0.5511, -0.3555, -0.4728, 0.2782, -0.4772, -0.4426, -0.4396, -0.3422, -0.1585, 0.3697, 0.3403, 0.3498, 0.4469, 0.4241, 0.3862, 0.4193, 0.6586, 0.4375, 0.3784, 0.4359, 0.4662, -0.8665, -0.9965, 0.6878, -0.9824, -1.0298, 0.0287, 0.6437, -0.8438, -1.0763, -0.9373, 0.0491, -1.1354, -1.3425, -1.2863, 0.3706, 0.2539, 0.2399, 0.4033, 0.1985, 0.1196, 0.4364, 0.2240, 0.2022, 0.1921, 0.0242, 0.4063, 0.2709, 0.3433, 0.2300, 0.2417, 0.2077, 0.4109, 0.2891, 0.1717, 0.4480, 0.3201, 0.4025, 0.3119, 0.2697, 0.3015, 0.3829]
}